Entry 1:
{"formula": "C10H7N3", "method": "ωB97M-V/def2-TZVPD", "homo_energy_ha": -0.33313, "gap_ev": 8.417, "fmax_ha_per_bohr": 0.075, "energy_ev": -14950.4814, "e_above_lowest_kcal_mol": 83.02, "species": ["C", "C", "C", "C", "C", "C", "C", "C", "C", "C", "N", "N", "N", "H", "H", "H", "H", "H", "H", "H"], "xyz": [[-3.2150, -0.4138, 1.2126], [-3.4796, 0.9444, -0.7690], [1.8188, 0.7893, 0.4080], [1.0882, 1.9312, 0.7008], [1.1976, -0.4073, 0.0805], [-0.3065, 1.9068, 0.6838], [-0.1917, -0.4455, 0.0364], [-0.8474, 0.7095, 0.3486], [-1.0452, -1.6498, -0.3320], [-2.8794, -0.1607, -0.1366], [-3.4658, -0.6111, 2.3151], [-3.9051, 1.8741, -1.2925], [-2.3031, -1.1872, -0.8900], [2.8985, 0.8329, 0.4294], [1.5927, 2.8560, 0.9392], [1.7826, -1.2889, -0.1438], [-0.8951, 2.7812, 0.9112], [-0.5423, -2.3057, -1.0434], [-1.2627, -2.2198, 0.5786], [-2.2178, -0.9300, -1.8682]], "nbo_charge": [0.24, 0.24, -0.21, -0.19, -0.21, -0.29, -0.07, 0.11, -0.25, -0.04, -0.27, -0.26, -0.54, 0.22, 0.22, 0.22, 0.24, 0.22, 0.22, 0.39]}

Entry 2:
{"formula": "C10H7N3O12V", "method": "ωB97M-V/def2-TZVPD", "homo_energy_ha": [-0.63607, -0.63617], "charge": 2, "gap_ev": [7.498, 7.675], "fmax_ha_per_bohr": 0.077, "multiplicity": 2, "s_squared": 0.761, "energy_ev": -65185.0776, "species": ["V", "O", "C", "O", "C", "O", "C", "C", "O", "O", "H", "H", "H", "H", "H", "O", "N", "O", "C", "C", "C", "C", "O", "C", "C", "N", "O", "O", "N", "O", "O", "H", "H"], "xyz": [[1.4165, -0.2821, 0.2208], [1.8314, 3.5642, 1.4086], [1.9149, 2.3065, 1.1967], [1.1209, 1.6523, 0.5113], [3.0734, 1.5663, 1.8288], [2.8272, 0.2061, 1.5212], [3.9147, -0.7005, 1.5865], [3.8519, -1.4979, 0.2352], [4.7193, -2.1638, -0.1975], [2.6532, -1.2617, -0.2685], [1.0992, 4.0488, 0.9686], [3.1127, 1.7571, 2.9139], [4.0201, 1.9254, 1.3881], [3.7665, -1.4300, 2.4006], [4.8905, -0.2104, 1.7041], [-5.8036, -0.6113, -2.2312], [-5.3319, -0.8914, -1.1752], [-5.8507, -1.2730, -0.1722], [-3.8346, -0.7380, -1.0867], [-3.2213, -0.9466, 0.1358], [-1.8360, -0.7889, 0.2378], [-1.0707, -0.4899, -0.9271], [0.2055, -0.4589, -0.8095], [-1.7564, -0.2217, -2.1314], [-3.1296, -0.3470, -2.2260], [-0.9155, 0.2949, -3.2409], [0.2324, 0.5319, -2.9288], [-1.4440, 0.4551, -4.2910], [-1.1988, -0.8834, 1.5007], [0.0417, -0.5920, 1.5950], [-1.8224, -1.1708, 2.4742], [-3.8143, -1.2119, 1.0096], [-3.6620, -0.1359, -3.1524]], "lowdin_charge": [1.26, 0.28, -0.39, 0.06, 0.01, -0.23, 0.01, -0.46, 0.27, -0.04, 0.20, 0.19, 0.19, 0.17, 0.17, 0.16, -0.35, 0.15, -0.05, 0.14, -0.02, -0.15, -0.08, 0.01, 0.16, -0.32, 0.11, 0.19, -0.22, -0.02, 0.26, 0.16, 0.16]}

Entry 3:
{"formula": "C10H7O3S", "method": "ωB97M-V/def2-TZVPD", "homo_energy_ha": -0.05698, "charge": -1, "gap_ev": 4.796, "fmax_ha_per_bohr": 0.021, "energy_ev": -27461.7627, "e_above_lowest_kcal_mol": 0.00, "species": ["C", "C", "C", "C", "C", "C", "C", "C", "C", "C", "O", "O", "O", "S", "H", "H", "H", "H", "H", "H", "H"], "xyz": [[2.8450, 0.0059, -0.8033], [2.7664, -1.3833, -0.7891], [1.7968, 0.7696, -0.3230], [1.6362, -2.0132, -0.3053], [0.6450, 0.1675, 0.1623], [0.5832, -1.2408, 0.1619], [-0.5274, 0.8122, 0.7290], [-0.6762, 2.1597, 0.8906], [-3.2529, 0.0488, -1.2010], [-1.5251, -0.1563, 0.9908], [-4.1424, -0.0925, -0.4661], [-2.5167, 0.1874, -2.0850], [-2.5853, 0.0270, 1.8635], [-0.8901, -1.8406, 0.8430], [3.7352, 0.4874, -1.1893], [3.5979, -1.9720, -1.1554], [1.8682, 1.8484, -0.3231], [1.5695, -3.0947, -0.2775], [-1.5700, 2.5640, 1.3347], [0.0625, 2.8624, 0.5499], [-3.4198, -0.1469, 1.3923]], "nbo_charge": [-0.26, -0.24, -0.20, -0.24, 0.01, -0.18, -0.12, -0.71, 1.05, -0.12, -0.59, -0.52, -0.73, 0.21, 0.19, 0.19, 0.21, 0.20, 0.19, 0.17, 0.48]}

Entry 4:
{"formula": "C10H8AsMnNO9S3", "method": "ωB97M-V/def2-TZVPD", "homo_energy_ha": [-0.21378, -0.21886], "charge": -1, "gap_ev": [6.470, 8.323], "fmax_ha_per_bohr": 0.007, "multiplicity": 5, "s_squared": 6.172, "energy_ev": -155085.8656, "e_above_lowest_kcal_mol": 0.00, "species": ["Mn", "O", "As", "O", "O", "C", "C", "C", "C", "C", "C", "S", "O", "O", "O", "H", "H", "H", "H", "H", "O", "C", "O", "C", "N", "C", "O", "C", "S", "S", "H", "H", "H"], "xyz": [[0.1902, 0.5024, 0.3171], [-0.6557, 0.0175, 4.7089], [-1.1866, -0.2361, 3.0420], [-2.6635, 0.4125, 2.8521], [0.1108, 0.4404, 2.1733], [-1.0639, -2.1689, 3.0227], [-1.2449, -2.7975, 4.2519], [-1.2241, -4.1806, 4.3484], [-1.0270, -4.9523, 3.2150], [-0.8556, -4.3387, 1.9851], [-0.8717, -2.9543, 1.8891], [-0.6047, -2.2658, 0.2673], [0.8039, -1.8884, 0.1889], [-1.0705, -3.2458, -0.6729], [-1.3837, -0.9940, 0.2685], [-1.0662, 0.8374, 5.0096], [-1.3949, -2.1944, 5.1358], [-1.3652, -4.6517, 5.3128], [-1.0131, -6.0325, 3.2835], [-0.7206, -4.9199, 1.0834], [-0.1092, 0.8974, -2.9011], [-0.0765, 0.7481, -1.7904], [4.3856, 0.1768, -0.7309], [3.2606, 0.4549, -0.4672], [2.1374, 0.7581, -0.2175], [-3.7357, 1.2959, 0.2206], [-2.3413, 1.5827, 0.0413], [-1.9001, 2.8230, 0.2188], [-2.8349, 4.1627, 0.3739], [-0.1685, 2.8587, 0.2165], [-3.8037, 0.2176, 0.1183], [-4.3177, 1.8151, -0.5397], [-4.0377, 1.5961, 1.2200]], "nbo_charge": [1.29, -1.03, 2.44, -1.14, -1.10, -0.43, -0.18, -0.21, -0.20, -0.20, -0.23, 2.39, -0.97, -0.95, -1.02, 0.50, 0.24, 0.21, 0.21, 0.24, -0.43, 0.61, -0.63, 0.81, -0.92, -0.25, -0.54, 0.04, -0.16, 0.01, 0.21, 0.18, 0.22]}

Entry 5:
{"formula": "C10H8ClNO", "method": "ωB97M-V/def2-TZVPD", "homo_energy_ha": [-0.25687, -0.25720], "gap_ev": [6.578, 6.453], "fmax_ha_per_bohr": 0.075, "energy_ev": -26553.6665, "e_above_lowest_kcal_mol": 122.65, "species": ["C", "C", "C", "C", "C", "C", "C", "C", "C", "C", "N", "O", "Cl", "H", "H", "H", "H", "H", "H", "H", "H"], "xyz": [[0.5116, 1.1831, 3.0655], [1.5838, 1.4969, 2.2173], [-0.5168, 0.3956, 2.6930], [1.5676, 1.1172, 0.9178], [-1.5864, -0.9887, 1.0034], [-0.5365, -0.1695, 1.3731], [0.5573, 0.2576, 0.4368], [-0.9914, -0.5660, -3.4855], [0.4264, -0.8728, -3.1087], [0.8310, -0.9154, -1.6996], [0.4871, -0.2630, -0.7430], [0.0361, 0.3869, -3.6254], [-1.8760, -1.7976, -0.4726], [0.6041, 1.6776, 4.1014], [2.2368, 2.0652, 2.7866], [-1.4304, 0.0181, 3.1846], [2.2984, 1.2392, 0.1445], [-2.2964, -1.2745, 1.8818], [-1.1773, -0.9717, -4.4934], [-1.8279, -0.4513, -2.6305], [1.0989, -1.5668, -3.5472]], "nbo_charge": [-0.20, -0.24, -0.20, -0.19, -0.25, -0.09, 0.08, -0.09, -0.08, 0.27, -0.30, -0.46, 0.03, 0.21, 0.22, 0.22, 0.22, 0.21, 0.20, 0.22, 0.21]}

Entry 6:
{"formula": "C10H8FNO2S", "method": "ωB97M-V/def2-TZVPD", "homo_energy_ha": [-0.25944, -0.35904], "gap_ev": [7.650, 8.903], "fmax_ha_per_bohr": 0.107, "multiplicity": 3, "s_squared": 2.063, "energy_ev": -29630.3598, "species": ["C", "C", "C", "C", "C", "C", "C", "C", "C", "C", "N", "O", "O", "F", "S", "H", "H", "H", "H", "H", "H", "H", "H"], "xyz": [[1.1560, -0.5941, 2.3652], [0.6318, -1.9259, 0.3731], [1.1013, -1.7553, 3.1555], [0.5665, -3.0943, 1.1238], [1.0018, -0.7003, 0.9797], [0.8471, -2.9512, 2.4437], [0.8025, 1.5820, -0.2407], [0.9493, 0.4129, 0.2927], [-2.0205, 1.1867, -2.4475], [-0.5240, 2.2058, -0.8131], [-0.8370, 1.7076, -2.0304], [-2.4218, 3.3648, -3.8146], [-2.0528, 0.8464, -3.8419], [0.5385, -3.9973, 3.2442], [-3.1691, 2.1313, -3.5956], [1.3441, 0.3459, 2.8521], [0.2992, -2.0106, -0.6426], [1.2203, -1.8214, 4.2376], [0.6642, -4.0875, 0.7267], [1.6301, 2.2668, -0.6185], [-1.3658, 2.0861, -0.1170], [-0.2546, 3.3112, -0.9055], [-0.1072, 1.4905, -2.7268]], "nbo_charge": [-0.15, -0.14, -0.27, -0.29, -0.21, 0.39, -0.30, 0.16, 0.21, -0.23, -0.60, -0.89, -0.66, -0.33, 1.32, 0.22, 0.22, 0.24, 0.24, 0.21, 0.22, 0.19, 0.41]}

Entry 7:
{"formula": "C10H8INO3", "method": "ωB97M-V/def2-TZVPD", "homo_energy_ha": -0.34644, "gap_ev": 8.520, "fmax_ha_per_bohr": 0.129, "smiles": "O=C1N=C(O)c2ccccc21.CC(=O)I", "energy_ev": -26231.6730, "e_above_lowest_kcal_mol": 26.34, "species": ["O", "C", "N", "C", "O", "C", "C", "C", "C", "C", "C", "H", "H", "H", "H", "H", "C", "C", "O", "I", "H", "H", "H"], "xyz": [[0.4217, 0.4823, 2.2521], [0.1422, 0.2857, 1.0907], [1.0267, 0.0835, 0.0816], [0.3852, 0.1928, -1.0559], [0.9052, 0.0224, -2.2581], [-1.0198, 0.3912, -0.8890], [-2.0460, 0.6413, -1.7167], [-3.3993, 0.8567, -1.2341], [-3.5033, 0.9349, 0.1963], [-2.4122, 0.7430, 1.0573], [-1.2839, 0.2991, 0.5139], [1.9279, 0.1157, -2.0706], [-1.8909, 0.6106, -2.7417], [-4.1233, 1.0124, -1.9292], [-4.4885, 1.2800, 0.5274], [-2.5236, 0.6224, 2.1385], [2.7472, -1.7773, 1.2788], [3.3185, -0.7544, 0.2521], [3.2895, -0.8959, -0.9286], [4.6417, 0.7552, 1.1872], [3.6178, -2.5487, 1.4304], [2.4161, -1.1305, 2.0922], [1.8510, -2.2225, 0.7255]], "nbo_charge": [-0.53, 0.66, -0.60, 0.65, -0.62, -0.18, -0.13, -0.19, -0.17, -0.20, -0.08, 0.53, 0.21, 0.22, 0.22, 0.24, -0.74, 0.58, -0.61, -0.02, 0.26, 0.26, 0.24]}

Entry 8:
{"formula": "C10H8N2O", "method": "ωB97M-V/def2-TZVPD", "homo_energy_ha": -0.31779, "gap_ev": 9.416, "fmax_ha_per_bohr": 0.085, "smiles": "c1ccc2c(c1)COc1ccnn1-2", "energy_ev": -15525.6697, "e_above_lowest_kcal_mol": 31.92, "species": ["C", "C", "C", "C", "C", "C", "C", "O", "C", "C", "C", "N", "N", "H", "H", "H", "H", "H", "H", "H", "H"], "xyz": [[-3.0000, 0.2115, -0.2888], [-2.3901, 1.4864, -0.2092], [-1.0189, 1.5966, -0.1786], [-0.3467, 0.4016, 0.0203], [-0.9250, -0.8791, 0.0751], [-2.2779, -0.9421, -0.1369], [0.0875, -1.9596, 0.4539], [1.2870, -1.8781, -0.4599], [1.8733, -0.6387, -0.3518], [3.1813, -0.1428, -0.2662], [3.0371, 1.1710, 0.1237], [1.7557, 1.4916, 0.2328], [1.0639, 0.3931, -0.0654], [-4.0218, 0.1923, -0.3157], [-2.9053, 2.4175, -0.2535], [-0.6486, 2.5189, -0.0732], [-2.6957, -1.9253, -0.0049], [0.3237, -1.6759, 1.4650], [-0.1369, -2.9955, 0.3863], [3.9924, -0.7831, -0.4851], [3.7650, 1.9395, 0.3323]], "nbo_charge": [-0.22, -0.17, -0.21, 0.17, -0.08, -0.18, -0.08, -0.49, 0.46, -0.40, -0.03, -0.29, -0.21, 0.21, 0.21, 0.23, 0.22, 0.19, 0.22, 0.23, 0.21]}

Entry 9:
{"formula": "C10H8N2O4PtSSe2", "method": "ωB97M-V/def2-TZVPD", "homo_energy_ha": [-0.60913, -0.60893], "charge": 2, "gap_ev": [6.004, 5.925], "fmax_ha_per_bohr": 0.075, "energy_ev": -166423.9933, "e_above_lowest_kcal_mol": 39.97, "species": ["Pt", "O", "S", "O", "O", "O", "Se", "Se", "C", "C", "C", "C", "C", "N", "C", "C", "C", "C", "C", "N", "H", "H", "H", "H", "H", "H", "H", "H"], "xyz": [[0.5776, -0.5390, 0.3215], [2.3935, -0.1477, 1.1602], [2.1222, -1.5114, 1.8333], [3.0457, -2.0512, 2.7238], [1.7530, -2.2924, 0.5620], [0.6808, -1.2166, 2.3049], [-0.9323, 1.6749, 0.8563], [-2.1363, 1.0829, -1.0687], [-2.3922, -0.6839, -0.4135], [-3.6477, -1.2519, -0.4098], [-3.7763, -2.5897, -0.0457], [-2.6410, -3.3008, 0.2989], [-1.4159, -2.6593, 0.2880], [-1.2931, -1.3670, -0.0595], [0.5912, 2.3372, -0.0953], [1.0917, 3.6111, -0.0769], [2.2761, 3.8208, -0.7916], [2.8687, 2.7617, -1.4572], [2.2935, 1.5006, -1.3889], [1.1563, 1.3142, -0.7118], [-4.5087, -0.6638, -0.6946], [-4.7517, -3.0576, -0.0310], [-2.6865, -4.3410, 0.5877], [-0.5039, -3.1770, 0.5552], [0.5942, 4.4098, 0.4560], [2.7267, 4.8043, -0.8115], [3.7812, 2.8945, -2.0210], [2.7332, 0.6382, -1.8709]], "nbo_charge": [1.41, -0.81, 2.47, -0.75, -0.82, -0.78, 0.57, 0.38, -0.01, -0.22, -0.08, -0.20, 0.08, -0.49, 0.00, -0.21, -0.08, -0.20, 0.09, -0.50, 0.27, 0.27, 0.28, 0.26, 0.27, 0.27, 0.28, 0.25]}